Record 1
{
  "formula": "C9H16Cl6O3",
  "method": "the ωB97M-V functional and the def2-TZVPD basis",
  "symbols": ["O", "C", "O", "C", "C", "O", "H", "H", "H", "H", "Cl", "C", "C", "Cl", "H", "H", "H", "H", "Cl", "C", "C", "Cl", "H", "H", "H", "H", "Cl", "C", "C", "Cl", "H", "H", "H", "H"],
  "xyz": [[-24.852, 18.751, -29.484], [-24.462, 17.746, -28.785], [-24.777, 17.664, -27.533], [-24.988, 16.341, -27.143], [-23.974, 15.660, -28.038], [-24.030, 16.501, -29.197], [-24.508, 16.330, -26.164], [-26.007, 16.083, -26.857], [-24.353, 14.697, -28.378], [-22.973, 15.701, -27.607], [-21.952, 16.665, -31.966], [-21.628, 17.880, -30.751], [-20.546, 18.864, -31.221], [-20.891, 19.608, -32.812], [-21.327, 17.303, -29.877], [-22.496, 18.401, -30.346], [-19.642, 18.260, -31.303], [-20.367, 19.693, -30.537], [-25.972, 16.359, -32.169], [-27.255, 17.387, -31.536], [-28.365, 16.529, -30.950], [-27.827, 15.996, -29.342], [-27.502, 18.153, -32.271], [-26.785, 17.996, -30.763], [-28.741, 15.739, -31.601], [-29.274, 17.079, -30.705], [-27.373, 16.203, -24.547], [-28.767, 16.222, -25.630], [-29.008, 14.751, -26.179], [-30.588, 14.495, -26.932], [-28.705, 16.967, -26.423], [-29.580, 16.600, -25.011], [-28.836, 14.064, -25.349], [-28.238, 14.442, -26.886]],
  "lowdin_charge": [0.06, -0.51, 0.07, -0.16, -0.09, -0.01, 0.12, 0.07, 0.14, 0.14, 0.58, -0.69, -0.64, 0.52, 0.06, 0.05, 0.06, 0.07, 0.58, -0.67, -0.62, 0.61, 0.08, 0.03, 0.08, 0.07, 0.59, -0.64, -0.69, 0.55, 0.06, 0.06, 0.05, 0.03],
  "spin_multiplicity": 1,
  "total_charge": 0,
  "orbital_gap_ha": 0.393,
  "smiles": "O=C1OCCO1.ClCCCl.ClCCCl.ClCCCl"
}



Record 2
{
  "formula": "C9H16ClGdIN2O2P",
  "method": "the ωB97M-V functional and the def2-TZVPD basis",
  "symbols": ["C", "C", "H", "H", "H", "O", "I", "Gd", "P", "C", "C", "H", "H", "H", "C", "H", "H", "H", "H", "H", "H", "C", "O", "Cl", "N", "C", "C", "C", "N", "H", "H", "H", "H"],
  "xyz": [[1.559, -0.209, 0.294], [1.013, -1.061, -0.833], [2.606, 0.031, 0.043], [1.582, -0.714, 1.276], [1.044, 0.753, 0.406], [1.244, -0.850, -2.017], [-1.757, -0.613, -2.336], [-1.946, 1.797, 2.045], [0.148, -2.637, -0.320], [-0.311, -3.592, -1.756], [1.497, -3.534, 0.450], [-0.805, -1.685, 1.701], [-1.360, -3.333, 1.360], [-2.037, -1.944, 0.451], [-1.129, -2.360, 0.893], [1.689, -3.170, 1.463], [1.203, -4.590, 0.487], [-0.159, -4.642, -1.495], [0.312, -3.312, -2.609], [2.404, -3.440, -0.163], [-1.370, -3.439, -2.008], [-0.927, 1.312, -1.081], [-0.206, 2.042, -1.639], [-0.373, 0.484, 3.436], [0.457, 3.831, 0.941], [0.416, 4.723, -0.053], [-0.915, 4.889, -0.436], [-1.664, 4.010, 0.312], [-0.797, 3.293, 1.126], [1.267, 3.405, 1.384], [1.322, 5.207, -0.406], [-1.276, 5.547, -1.204], [-2.732, 3.801, 0.287]],
  "lowdin_spin": [0.00, 0.00, 0.00, 0.00, 0.00, 0.00, 0.65, 5.81, 0.00, 0.01, 0.00, 0.00, 0.00, 0.00, 0.00, 0.00, 0.00, 0.00, 0.00, 0.00, 0.01, 0.24, 0.13, 0.04, 0.00, 0.00, 0.00, 0.04, 0.03, 0.00, 0.00, 0.00, 0.02],
  "spin_multiplicity": 8,
  "total_charge": 2,
  "orbital_gap_ha": [0.270, 0.246]
}



Number 1: M 384.94 g mol⁻¹. Number 2: M 534.82 g mol⁻¹.